[1]
{"formula": "C5H15NOS", "method": "ωB97M-V/def2-TZVPD", "species": ["S", "O", "N", "C", "C", "C", "C", "C", "H", "H", "H", "H", "H", "H", "H", "H", "H", "H", "H", "H", "H", "H", "H"], "coordinates": [[2.061453, 1.336488, -0.345081], [-0.118360, -0.566559, -2.703548], [-1.233042, -0.379936, 0.097123], [1.718625, -0.266837, 0.521360], [-1.699527, -1.778669, 0.395568], [0.792797, -0.147654, 1.730338], [-2.511669, 0.384534, -0.096849], [-0.643483, 0.273939, 1.310592], [2.655427, -0.795516, 0.630947], [-1.643702, -2.153680, -0.657498], [-0.456734, 1.341446, 1.177296], [0.939464, 1.624107, -1.041719], [-0.612857, -0.310021, -1.885059], [-3.469948, 0.056927, 0.319813], [-2.626547, 0.522725, -1.160787], [-0.184873, -1.563201, -2.775168], [-0.840817, -2.200255, 0.899474], [-1.336086, 0.373792, 2.189320], [1.287012, -0.869851, -0.340517], [1.297808, 0.675259, 2.466450], [-2.381906, 1.472262, 0.252121], [-2.649282, -2.071499, 0.929372], [0.677499, -1.086161, 2.299713]], "forces_ev_per_angstrom": [[0.56, 0.13, 0.54], [-0.52, -1.36, 0.32], [-2.75, 1.15, 3.13], [-1.42, -0.50, -2.45], [1.82, -0.30, -1.76], [0.41, 0.56, 1.28], [0.79, 2.82, -0.79], [1.07, 1.22, 1.00], [0.45, 0.46, 0.68], [-0.75, -0.66, 1.04], [-0.48, 0.12, -1.17], [0.03, -0.65, 0.31], [0.60, -0.60, -0.49], [0.53, -0.60, 0.26], [-0.49, -0.22, -0.54], [0.02, 1.87, 0.27], [-0.02, -0.71, 0.27], [0.35, -0.98, -0.51], [-0.08, 0.51, 1.26], [-1.55, -1.91, -1.59], [-0.09, -1.58, -0.31], [0.82, 1.10, -0.52], [0.70, 0.13, -0.22]], "nbo_charge": [-0.08, -0.96, -0.47, -0.53, -0.44, -0.43, -0.44, -0.25, 0.24, 0.20, 0.21, 0.13, 0.49, 0.20, 0.20, 0.47, 0.20, 0.19, 0.24, 0.22, 0.20, 0.20, 0.21], "gap_ev": 9.63, "max_force_ha_per_bohr": 0.0841, "total_charge": 0, "e_lumo_ha": 0.028, "e_above_lowest_kj_mol": 207.1, "total_energy_ha": -727.606842}

***

[2]
{"formula": "C5H15NOS", "method": "ωB97M-V/def2-TZVPD", "species": ["S", "O", "N", "C", "C", "C", "C", "C", "H", "H", "H", "H", "H", "H", "H", "H", "H", "H", "H", "H", "H", "H", "H"], "coordinates": [[3.226722, -0.028108, 0.264979], [1.452168, 2.388613, 0.086138], [-0.573371, -0.872510, 0.331364], [-3.194105, 0.407788, 0.757323], [1.710947, -0.618208, -0.378916], [-1.056152, 0.157395, -0.494263], [0.658055, -0.619207, 0.862284], [-2.589534, 0.083317, -0.599178], [1.335542, 0.064388, -1.144182], [0.697206, 0.406494, 1.236200], [1.958231, -1.583358, -0.797272], [2.167861, 1.722325, 0.259194], [1.881678, 3.232264, -0.076598], [-2.843151, 1.350504, 1.173472], [4.009204, -3.111653, -0.746442], [4.590440, -2.638835, -0.717988], [-0.779828, 1.158839, -0.134169], [-0.634576, 0.082052, -1.511973], [-3.009425, 0.669203, -1.406673], [-4.283273, 0.388682, 0.736100], [-2.772201, -0.969994, -0.820049], [-2.879727, -0.373378, 1.449809], [0.927279, -1.296613, 1.670848]], "forces_ev_per_angstrom": [[-0.15, -0.38, 0.07], [-0.22, -0.12, 0.04], [1.15, -0.71, -0.58], [-0.15, -0.39, 0.08], [2.89, 0.54, -1.22], [-1.30, 1.20, -0.04], [-2.34, 0.72, 1.94], [0.45, -0.88, 0.40], [-0.47, -0.07, 0.37], [0.35, 0.13, -0.26], [-0.88, -0.53, 0.10], [-0.06, 0.63, -0.14], [0.11, -0.07, 0.05], [-0.07, 0.19, -0.15], [0.25, 0.09, -0.02], [-0.27, -0.17, -0.01], [0.40, -0.03, -0.06], [0.23, -0.30, 0.07], [0.19, 0.32, -0.14], [0.00, 0.16, -0.01], [-0.39, 0.01, -0.15], [-0.01, -0.01, 0.16], [0.27, -0.33, -0.50]], "nbo_charge": [-0.13, -1.01, -0.12, -0.61, -0.54, -0.32, -0.27, -0.39, 0.23, 0.23, 0.24, 0.46, 0.47, 0.21, -0.02, 0.02, 0.22, 0.26, 0.21, 0.22, 0.21, 0.21, 0.23], "gap_ev": 5.45, "max_force_ha_per_bohr": 0.0619, "total_charge": 0, "e_lumo_ha": -0.105, "e_above_lowest_kj_mol": 505.3, "total_energy_ha": -727.493263}

***

[3]
{"formula": "C5H15NOS", "method": "ωB97M-V/def2-TZVPD", "species": ["S", "O", "N", "C", "C", "C", "C", "C", "H", "H", "H", "H", "H", "H", "H", "H", "H", "H", "H", "H", "H", "H", "H"], "coordinates": [[2.029541, -0.202089, -2.075137], [-2.118546, 1.347926, -2.616618], [-1.020366, -1.683235, 1.332149], [1.560064, 1.271431, -1.087333], [0.120783, -1.934688, 2.196212], [1.057376, 0.991997, 0.304736], [-0.404880, 0.621701, 0.483857], [-0.728973, -0.882020, 0.169488], [0.945256, 1.867512, -1.768845], [0.943580, -2.163989, 1.527253], [0.419391, -1.156555, 2.903280], [-0.633180, 0.695614, 1.545140], [-2.745713, 1.710805, -1.987384], [1.147774, -0.061726, -3.071715], [2.455571, 1.883435, -1.057752], [-1.830986, 0.531558, -2.185368], [1.321412, 1.859193, 0.927870], [-1.518278, -0.928170, -0.527650], [0.145792, -1.267833, -0.331395], [-1.784263, -1.261846, 1.838746], [-0.078296, -2.825775, 2.803271], [-1.023319, 1.330628, -0.071179], [1.740261, 0.256125, 0.748375]], "forces_ev_per_angstrom": [[0.01, -0.12, 0.06], [0.16, -0.30, 0.17], [-0.21, -0.05, -0.03], [0.41, 0.40, -1.26], [-0.25, -0.66, 0.03], [0.68, 0.40, 0.65], [0.21, -0.79, 0.22], [1.21, 1.31, 0.52], [-0.57, -0.17, 0.53], [0.36, -0.06, 0.15], [0.00, 0.40, -0.19], [-0.17, 0.49, 0.13], [-0.16, 0.19, 0.01], [-0.05, 0.02, 0.04], [0.34, -0.11, 0.33], [0.03, 0.09, -0.21], [-0.43, 0.21, -0.25], [-1.23, -0.30, -0.75], [0.17, -0.50, -0.14], [-0.16, -0.08, 0.17], [0.06, 0.09, -0.11], [-0.08, -0.08, 0.05], [-0.34, -0.38, -0.12]], "nbo_charge": [-0.07, -0.93, -0.62, -0.51, -0.42, -0.42, -0.43, -0.23, 0.23, 0.20, 0.17, 0.20, 0.47, 0.13, 0.22, 0.47, 0.21, 0.18, 0.21, 0.35, 0.20, 0.20, 0.21], "gap_ev": 9.47, "max_force_ha_per_bohr": 0.0362, "total_charge": 0, "e_lumo_ha": 0.026, "e_above_lowest_kj_mol": 94.6, "total_energy_ha": -727.649696}

***

[4]
{"formula": "C5H15NS", "method": "ωB97M-V/def2-TZVPD", "species": ["S", "N", "C", "C", "C", "C", "C", "H", "H", "H", "H", "H", "H", "H", "H", "H", "H", "H", "H", "H", "H", "H"], "coordinates": [[2.102018, 1.678572, -0.976599], [-1.349278, -2.303469, -0.898658], [1.475972, 1.517489, 0.727291], [-0.909739, -3.012078, -2.097432], [-0.542360, 1.782001, 2.184940], [-0.570416, -1.103739, -0.681152], [0.097415, 2.124547, 0.858234], [0.152015, 3.206081, 0.737175], [-1.232024, -2.928166, -0.112654], [-1.485425, 2.297901, 2.316933], [1.463579, 0.465826, 1.012143], [-1.487408, -3.929047, -2.182655], [-0.810620, -0.642183, 0.275586], [2.174449, 2.028110, 1.383176], [0.096268, 2.083245, 3.016539], [-0.536117, 1.799886, 0.031038], [-1.134618, -2.401595, -2.968467], [3.385997, 1.458659, -0.671925], [-0.842174, -0.346870, -1.420715], [-0.718531, 0.717824, 2.303066], [0.160694, -3.231291, -2.091332], [0.510303, -1.261705, -0.744532]], "forces_ev_per_angstrom": [[-0.06, 0.02, 0.04], [0.09, -0.22, -0.06], [0.28, -0.07, -0.05], [-0.44, 0.21, 0.25], [0.10, 0.12, 0.37], [-0.19, 0.44, -0.03], [-0.20, 0.16, -0.33], [0.16, 0.11, 0.07], [-0.06, 0.04, 0.12], [-0.26, 0.06, -0.03], [-0.06, -0.05, -0.05], [0.10, -0.15, -0.08], [0.00, -0.21, 0.18], [0.04, 0.07, 0.14], [0.09, 0.05, 0.02], [-0.06, -0.21, -0.01], [0.05, 0.07, -0.14], [0.03, -0.02, -0.07], [0.09, -0.11, -0.19], [-0.05, -0.23, -0.10], [0.17, -0.11, -0.08], [0.18, 0.02, 0.02]], "nbo_charge": [-0.05, -0.61, -0.50, -0.41, -0.60, -0.42, -0.42, 0.21, 0.34, 0.22, 0.20, 0.20, 0.19, 0.21, 0.20, 0.20, 0.19, 0.12, 0.19, 0.20, 0.16, 0.17], "gap_ev": 9.73, "max_force_ha_per_bohr": 0.0107, "total_charge": 0, "e_lumo_ha": 0.033, "e_above_lowest_kj_mol": 41.9, "total_energy_ha": -652.416490}

***

[5]
{"formula": "C5H15NS", "method": "ωB97M-V/def2-TZVPD", "species": ["S", "N", "C", "C", "C", "C", "C", "H", "H", "H", "H", "H", "H", "H", "H", "H", "H", "H", "H", "H", "H", "H"], "coordinates": [[-0.391913, -0.816462, -4.069938], [-1.241736, -1.575439, -0.253402], [-1.051398, -1.769183, -1.641816], [0.939606, 1.345922, 1.286367], [-0.846169, -0.414693, -2.359529], [0.823570, 2.138404, 2.570878], [1.065927, -0.143997, 1.557543], [-1.774760, 0.147439, -2.362325], [-0.870441, 0.314277, -4.610722], [0.065629, 1.535608, 0.654557], [1.736353, 2.053295, 3.160549], [0.699382, 3.199517, 2.371715], [1.811491, 1.685329, 0.720198], [-0.113631, -2.352350, -1.762887], [0.238761, -0.504154, 2.180985], [-0.019978, 1.803913, 3.173831], [1.176603, -0.721887, 0.624904], [-0.518530, -1.077276, 0.287145], [-1.763661, -2.280957, 0.265917], [-0.055843, 0.152985, -1.865598], [1.973447, -0.380194, 2.118067], [-1.882711, -2.340097, -2.046439]], "forces_ev_per_angstrom": [[-0.02, 0.07, 0.02], [0.73, -0.89, 0.04], [-0.27, 0.52, 0.10], [0.06, -0.03, -0.20], [0.18, -0.09, -0.31], [0.15, 0.26, 0.11], [0.28, -0.16, 0.05], [-0.04, 0.06, 0.16], [0.01, -0.07, 0.02], [-0.04, 0.05, -0.03], [-0.03, -0.15, 0.09], [-0.12, 0.08, -0.06], [-0.07, -0.02, -0.01], [-0.03, -0.01, 0.04], [-0.06, -0.09, -0.17], [-0.01, -0.01, 0.06], [-0.05, -0.01, 0.10], [-0.32, 0.28, -0.01], [-0.28, 0.30, 0.05], [-0.07, -0.04, 0.03], [-0.04, 0.08, 0.01], [0.05, -0.11, -0.11]], "lowdin_spin": [0.05, 0.69, 0.12, 0.00, 0.04, 0.00, 0.00, 0.00, 0.00, 0.00, 0.00, 0.00, 0.00, 0.06, 0.00, 0.00, 0.00, 0.01, 0.02, 0.00, 0.00, 0.00], "s2": 0.76, "gap_ev": [10.15, 4.77], "max_force_ha_per_bohr": 0.0224, "total_charge": 1, "e_lumo_ha": [-0.120, -0.311], "spin_multiplicity": 2, "e_above_lowest_kj_mol": 45.5, "total_energy_ha": -652.101946}

***

[6]
{"formula": "C5H15NSi2", "method": "ωB97M-V/def2-TZVPD", "species": ["Si", "Si", "N", "C", "C", "C", "C", "C", "H", "H", "H", "H", "H", "H", "H", "H", "H", "H", "H", "H", "H", "H", "H"], "coordinates": [[0.314712, 0.615697, -1.394887], [0.410982, -1.260204, 0.982155], [-0.405376, -0.606579, -0.390961], [-0.521940, -0.893852, 2.714570], [-1.599446, -1.162281, -0.806698], [-0.970779, 1.923075, -2.022461], [1.668308, 1.135346, -0.132836], [2.002961, -0.155488, 0.776119], [2.955024, -0.618323, 0.409343], [-1.389654, -0.438238, 2.253423], [-0.665473, -1.718679, 3.442011], [2.670439, 1.392289, -0.437540], [-1.698263, 1.525564, -2.680283], [-0.436332, 2.646805, -2.730767], [1.499589, 1.913894, 0.585041], [0.076215, -0.189669, 3.253696], [0.976763, 0.048078, -2.474190], [-1.792755, -1.013508, -1.817418], [-1.758091, -2.268411, -0.701854], [2.348674, 0.366019, 1.660677], [-1.628266, 2.354791, -1.168716], [0.439824, -2.734833, 0.968791], [-2.497116, -0.861493, -0.287214]], "forces_ev_per_angstrom": [[-0.48, 1.78, 2.43], [0.69, 1.20, 1.69], [1.37, 0.43, 0.72], [1.29, -0.90, -1.60], [-2.75, -2.68, 0.53], [0.78, 0.74, 1.03], [0.38, -1.43, 0.17], [0.23, 0.19, -0.37], [-1.09, -0.10, -0.01], [-0.71, 0.12, 0.81], [-0.41, 0.23, -0.96], [0.14, 0.31, -1.12], [-0.76, -1.04, -0.72], [-0.65, -0.39, 1.55], [-1.02, 0.59, 0.14], [0.17, 0.91, 0.17], [0.80, -0.81, -1.85], [-0.39, 0.48, -2.05], [1.00, 0.36, 0.04], [-0.16, -0.58, 0.81], [1.59, -0.15, -1.37], [0.33, -0.15, -0.46], [-0.38, 0.90, 0.43]], "nbo_charge": [1.57, 1.53, -1.26, -1.08, -0.41, -1.11, -0.85, -0.84, 0.23, 0.23, 0.24, 0.23, 0.24, 0.25, 0.23, 0.23, -0.23, 0.19, 0.18, 0.23, 0.25, -0.21, 0.18], "gap_ev": 9.76, "max_force_ha_per_bohr": 0.0754, "total_charge": 0, "e_lumo_ha": 0.035, "e_above_lowest_kj_mol": 0.0, "total_energy_ha": -833.252906}

***

[7]
{"formula": "C5H15O7", "method": "ωB97M-V/def2-TZVPD", "species": ["O", "O", "O", "O", "O", "O", "O", "C", "C", "C", "C", "C", "H", "H", "H", "H", "H", "H", "H", "H", "H", "H", "H", "H", "H", "H", "H"], "coordinates": [[0.920221, -1.853229, 0.125265], [-2.237372, 1.479605, 2.206821], [1.907819, 2.049889, -1.734928], [2.223721, -0.034719, -0.876418], [-0.309869, -1.608989, 2.502188], [-1.827051, -2.423679, -0.969216], [1.998763, 0.971484, 1.778952], [1.570955, 0.863120, -1.516452], [-1.065360, 0.680986, 0.293121], [0.201572, 0.436267, -1.850166], [-1.276709, 1.585143, 1.486196], [-0.772189, 1.409152, -1.008309], [-0.829700, -0.845215, 2.366550], [-1.639637, 1.731575, -1.472741], [0.036076, 0.936620, -2.915181], [1.602924, -1.099670, -0.170875], [-1.018729, -2.269567, -0.629455], [-0.660718, 2.446994, 1.711393], [-2.014555, 0.084150, 0.216881], [0.052359, -1.829606, 1.752134], [-0.247214, 2.270288, -0.844913], [1.527712, -2.607215, 0.064273], [2.601216, 0.693983, 1.060138], [-0.399282, -0.226918, 0.352580], [-0.007917, -0.752329, -1.871462], [-1.812291, -2.228386, -1.928158], [1.475244, 0.140277, 1.871775]], "forces_ev_per_angstrom": [[1.26, -0.67, 0.02], [-0.67, -0.47, 0.52], [0.05, -1.63, 0.01], [1.53, 0.54, 0.01], [-2.45, 0.71, 7.40], [-4.98, -0.93, -2.73], [-0.17, -1.31, -0.02], [1.05, 0.74, 1.18], [-1.20, -1.65, 0.10], [-3.25, 1.18, -3.53], [-0.21, -0.37, -0.22], [1.26, -4.11, 0.58], [-0.93, 1.11, -0.20], [-1.88, 0.05, -1.28], [0.33, -1.67, 1.55], [-1.13, 0.13, -0.62], [4.78, 0.93, 1.72], [1.06, 0.25, -0.50], [0.35, 0.82, -0.03], [3.25, -1.83, -6.75], [1.76, 2.15, 0.49], [-0.53, -0.10, 0.13], [-0.33, 0.52, -0.05], [0.05, 1.66, 0.70], [0.39, 3.17, 0.28], [0.24, -0.10, 1.05], [0.36, 0.88, 0.20]], "nbo_charge": [-1.07, -0.56, -0.72, -0.82, -0.95, -0.95, -0.97, 0.76, -0.58, -0.52, 0.44, -0.38, 0.46, 0.19, 0.22, 0.51, 0.48, 0.13, 0.23, 0.47, 0.23, 0.47, 0.49, 0.27, 0.22, 0.46, 0.47], "gap_ev": 8.94, "max_force_ha_per_bohr": 0.1522, "total_charge": -1, "e_lumo_ha": 0.119, "e_above_lowest_kj_mol": 135.8, "total_energy_ha": -726.226700}

***

[8]
{"formula": "C5H16B2Br4Na3O3", "method": "ωB97M-V/def2-TZVPD", "species": ["Br", "Br", "Br", "Br", "Na", "Na", "Na", "O", "O", "O", "C", "C", "C", "C", "C", "B", "B", "H", "H", "H", "H", "H", "H", "H", "H", "H", "H", "H", "H", "H", "H", "H", "H"], "coordinates": [[-5.368490, 16.569020, -17.895420], [-3.797440, 15.922820, -15.100780], [-2.747150, 25.706280, -14.203230], [-1.224100, 23.145700, -18.017740], [-11.808770, 22.766230, -16.020610], [-6.736160, 23.939440, -13.081860], [-8.248340, 18.145580, -14.083660], [-11.148310, 18.597920, -11.441340], [-12.968230, 19.440880, -10.932170], [-12.465610, 19.562260, -12.972170], [-1.977780, 25.146050, -15.959570], [-12.198310, 19.131910, -11.823750], [-3.567130, 17.357080, -17.714710], [-3.106140, 17.465480, -16.254890], [-2.428560, 23.834690, -16.581070], [-5.212580, 20.402390, -11.072010], [-7.980730, 21.553870, -16.233670], [-7.123730, 20.898800, -16.207540], [-4.474930, 20.897840, -11.684070], [-5.194460, 20.755900, -10.052730], [-0.888720, 25.120950, -15.921800], [-2.025080, 17.452190, -16.116190], [-3.026340, 16.581310, -18.256770], [-8.654220, 21.278720, -17.030500], [-7.577100, 22.531260, -16.448190], [-3.569350, 18.261630, -18.322900], [-2.513580, 23.082490, -15.796810], [-3.464950, 18.400220, -15.824060], [-8.479820, 21.584870, -15.277540], [-6.194760, 20.525530, -11.501410], [-5.054090, 19.335180, -11.057670], [-2.279380, 25.889450, -16.697460], [-3.433630, 23.828920, -17.002880]], "forces_ev_per_angstrom": [[-0.08, 0.61, -0.17], [0.82, 1.25, -0.66], [0.38, -0.69, -1.11], [-0.56, 0.62, 0.92], [0.34, -0.41, 0.30], [-0.04, -0.82, -0.07], [-0.28, 0.68, 0.41], [3.10, -2.04, -0.78], [-3.75, 0.84, 3.08], [0.06, 0.01, -2.65], [0.13, 0.26, -1.50], [0.99, 1.33, -0.32], [-0.10, -1.59, -0.07], [-0.78, -0.11, 0.24], [-0.84, -1.15, 1.07], [0.08, 0.20, 0.03], [-0.10, -0.06, 0.15], [3.33, -2.94, 0.19], [3.17, 2.08, -2.55], [0.05, 1.58, 4.00], [-0.17, 0.27, 0.61], [-0.13, -0.24, -0.31], [0.38, 0.30, 0.18], [-2.81, -1.14, -3.14], [1.59, 4.22, -0.86], [0.04, 0.14, 0.56], [0.56, -0.33, -0.21], [-0.25, -0.34, 0.28], [-2.15, 0.02, 4.02], [-4.31, 0.83, -1.84], [0.90, -4.33, -0.05], [0.19, 0.50, 0.51], [0.22, 0.48, -0.27]], "nbo_charge": [-0.03, -0.04, -0.02, -0.02, 0.46, 0.84, 0.97, -0.77, -0.66, -0.76, -0.44, 0.89, -0.44, -0.41, -0.43, -0.85, -0.88, -0.02, -0.05, -0.02, 0.23, 0.23, 0.22, -0.02, -0.03, 0.24, 0.23, 0.23, -0.05, -0.05, -0.02, 0.22, 0.23], "gap_ev": 2.05, "max_force_ha_per_bohr": 0.0958, "total_charge": -1, "e_lumo_ha": 0.010, "e_above_lowest_kj_mol": 1098.7, "total_energy_ha": -11258.156194}